Entry 1:
A 9-piece molecular cluster, C11H27ClN9O20P overall at a distorted geometry. Source: the Open Molecules 2025 dataset; level of theory: wB97M-V/def2-TZVPD.

The geometry in XYZ format:
```
69
Properties=species:S:1:pos:R:3:forces:R:3
O 5.0862 -0.3667 -1.1107 -0.11 1.36 -0.69
C 4.4425 0.2317 -1.8687 -1.32 -0.98 -0.98
N 3.6464 0.6968 -2.7256 -0.45 -0.47 1.26
C 2.5546 -0.2933 -2.8670 0.70 -1.51 0.06
O 2.8542 -1.4652 -2.6874 -1.19 1.44 -0.32
O 1.3091 0.1511 -3.2051 1.74 0.02 0.78
C 0.3067 -0.8895 -3.0377 0.25 -1.27 1.44
P -1.4740 -0.2426 -3.0654 -1.49 1.48 -1.43
O -1.6170 1.2436 -2.2718 0.87 -2.72 0.61
Cl -2.5056 -1.6370 -1.8276 1.03 0.55 -0.39
H 0.4583 -1.4069 -2.0344 0.14 0.41 -1.39
H 0.4144 -1.6253 -3.8981 -0.35 0.77 1.20
H -1.5210 1.0215 -1.3103 0.01 0.78 -0.49
C 6.4664 1.2685 1.1228 0.10 0.00 -0.20
N 5.7484 1.8669 2.2795 -0.09 0.14 0.10
O 5.0528 2.8433 2.0628 0.15 -0.28 0.16
O 5.9096 1.3344 3.3605 -0.08 0.20 -0.30
H 6.2312 1.8420 0.2304 -0.02 0.02 0.17
H 7.5321 1.3122 1.3395 -0.10 -0.10 0.07
H 6.1261 0.2410 1.0215 0.13 0.07 0.13
C -3.2468 -0.1775 1.7785 -0.06 -0.24 -0.20
N -1.9745 0.5209 1.4515 -0.17 0.01 0.15
O -1.4556 0.2750 0.3730 0.21 0.30 0.48
O -1.5415 1.2886 2.2855 0.10 -0.17 -0.37
H -3.5152 -0.8273 0.9500 0.09 0.13 0.04
H -3.0781 -0.7562 2.6839 -0.01 0.18 0.00
H -4.0067 0.5846 1.9320 0.18 0.00 0.04
C 2.8023 -4.5413 -1.2095 0.28 0.09 0.31
N 1.3532 -4.8016 -1.4216 -0.02 -0.02 0.06
O 0.6672 -4.9984 -0.4338 0.01 0.06 -0.38
O 0.9563 -4.7985 -2.5722 -0.02 0.00 0.37
H 3.0129 -4.5736 -0.1425 -0.15 -0.06 -0.13
H 3.3561 -5.3169 -1.7351 -0.09 0.12 -0.09
H 3.0213 -3.5547 -1.6156 -0.05 -0.16 -0.14
C -2.6774 4.0781 -4.3451 0.24 0.22 -0.05
N -3.7677 3.3534 -5.0514 -0.06 0.00 -0.12
O -4.0386 3.7124 -6.1830 -0.03 -0.20 0.31
O -4.3102 2.4504 -4.4428 0.08 0.23 -0.23
H -2.2876 4.8507 -5.0029 -0.09 -0.14 -0.01
H -3.1045 4.5161 -3.4450 0.03 -0.18 0.00
H -1.9041 3.3518 -4.1019 -0.13 0.03 0.10
C -1.1795 2.2360 5.6566 0.09 0.29 -0.10
N -2.2168 1.2775 6.1230 -0.08 0.01 0.02
O -3.3529 1.6992 6.2540 0.23 -0.28 -0.03
O -1.8536 0.1372 6.3399 -0.23 0.30 -0.06
H -1.6437 3.2069 5.5038 -0.05 -0.16 0.04
H -0.4124 2.2924 6.4265 -0.02 -0.13 -0.09
H -0.7746 1.8509 4.7227 0.02 -0.05 0.13
C -6.9944 0.0738 4.2304 0.01 -0.12 0.32
N -6.4165 -0.1858 2.8847 -0.12 -0.07 0.04
O -5.5866 -1.0746 2.7916 -0.36 0.17 -0.07
O -6.8142 0.5105 1.9711 0.29 -0.24 0.18
H -6.5492 -0.6172 4.9416 0.02 0.05 -0.15
H -6.7609 1.1034 4.4946 -0.10 -0.04 -0.09
H -8.0693 -0.0822 4.1611 0.07 0.14 -0.07
C 2.6985 2.9968 -5.3147 -0.01 -0.20 0.30
N 1.6926 3.7750 -6.0865 -0.11 0.06 -0.06
O 0.5475 3.7794 -5.6701 0.26 0.09 -0.20
O 2.0897 4.3518 -7.0805 -0.20 -0.14 0.30
H 2.2065 2.5391 -4.4603 -0.03 0.09 -0.12
H 3.1054 2.2365 -5.9786 0.05 0.16 -0.01
H 3.4708 3.6908 -4.9886 -0.01 -0.06 -0.15
C 1.0946 -5.5410 3.5388 -0.21 -0.25 -0.14
N 2.3553 -4.8174 3.2250 0.07 0.05 -0.03
O 2.8855 -5.0558 2.1548 0.04 0.15 0.31
O 2.7650 -4.0380 4.0630 -0.05 -0.20 -0.32
H 0.8515 -6.1967 2.7065 0.10 0.13 0.02
H 1.2638 -6.1158 4.4473 -0.02 0.17 0.01
H 0.3156 -4.7951 3.6828 0.11 -0.04 0.11
```
Positions in Å, forces in eV/Å.

For the HOMO-LUMO gap, the calculation gives 8.73 eV. The HOMO energy comes out at -9.21 eV. The SMILES is O=C=NC(=O)OCP(O)Cl.C[N+](=O)[O-].C[N+](=O)[O-].C[N+](=O)[O-].C[N+](=O)[O-].C[N+](=O)[O-].C[N+](=O)[O-].C[N+](=O)[O-].C[N+](=O)[O-]. The electronic energy comes out at -87994.5435 eV.

***

Entry 2:
A 2-piece molecular cluster, H4S2 overall at a distorted geometry. Source: the Open Molecules 2025 dataset; level of theory: wB97M-V/def2-TZVPD.

The geometry in XYZ format:
```
6
Properties=species:S:1:pos:R:3:forces:R:3
S -0.0136 -1.6212 -1.2328 0.42 0.04 0.80
H -0.0211 -1.4916 -2.5332 -0.13 0.03 -0.95
H 1.2712 -1.2064 -1.1924 -0.29 -0.09 0.13
S -0.0767 1.5161 1.2480 -0.12 1.43 -0.82
H -0.0683 2.9406 0.9255 0.18 -2.23 1.22
H 0.2636 1.4389 2.5572 -0.05 0.81 -0.38
```
Positions in Å, forces in eV/Å.

For the HOMO-LUMO gap, the calculation gives 10.36 eV. As for the energy above the lowest of the compared OMol25 structures with the same formula, charge and spin: 34.1 kJ/mol. The HOMO energy comes out at -9.62 eV. The SMILES is S.S. The electronic energy comes out at -21734.7253 eV.

***

Entry 3:
C19H28NO4Pb as an isolated structure at a distorted geometry. Source: the Open Molecules 2025 dataset; level of theory: wB97M-V/def2-TZVPD.

The geometry in XYZ format:
```
53
Properties=species:S:1:pos:R:3:forces:R:3
O 0.5330 1.7191 -0.4051 -0.15 -0.27 -0.87
C 1.2903 2.1308 -1.5680 0.65 -0.27 1.18
C 0.0801 2.6665 -2.2760 -0.96 -0.02 0.31
H 1.8329 1.2994 -2.0252 -0.10 -0.10 -0.08
H 2.0171 2.8781 -1.2417 0.14 0.07 -0.26
C -0.7175 2.1178 -1.0271 -0.05 0.21 -0.20
H -0.1943 2.1455 -3.1999 0.11 0.50 -0.03
H 0.1034 3.7678 -2.3507 -0.33 -0.56 -0.28
C -1.6705 0.9483 -1.2705 -0.46 0.04 0.01
H -1.2028 0.0993 -1.7736 -0.22 0.54 0.56
H -2.5074 1.3099 -1.9014 0.34 -0.16 0.12
H -2.1285 0.5919 -0.3288 0.43 0.19 -0.22
C -1.4148 3.1431 -0.1663 0.05 0.26 0.25
H -0.7353 3.9901 0.0671 -0.55 -0.29 -0.34
H -1.6613 2.6642 0.7879 -0.02 0.03 -0.06
H -2.3625 3.4475 -0.6523 0.52 0.18 0.27
Pb 0.5534 -3.1058 -0.2482 -0.38 -0.33 1.87
C 1.2504 1.0928 4.2454 -0.28 2.65 -1.74
C 1.6485 -0.1839 3.7325 1.00 -0.17 -2.11
C 2.0829 0.0000 2.3923 0.40 0.22 1.11
H 1.6117 -1.1249 4.2519 0.05 -0.02 0.10
C 1.9120 1.3577 2.0382 -0.20 -0.55 0.89
C 1.3436 2.0413 3.1622 0.04 -0.72 1.73
H 1.0486 3.0975 3.1636 0.15 -0.56 0.20
H 0.9744 1.3059 5.2783 -0.14 -0.06 -0.44
H 2.5231 -0.7296 1.7221 -0.16 0.24 0.30
H 2.1303 1.7488 1.0504 -0.02 0.10 0.49
C -1.4330 -0.6371 4.1655 -0.22 -0.05 -0.21
C -2.2502 0.4503 3.7419 -0.63 -0.71 -0.99
C -2.9289 0.0382 2.5345 0.92 0.27 0.94
H -2.3750 1.3980 4.2664 0.05 -0.22 -0.21
C -2.4716 -1.2813 2.2172 0.26 -0.10 0.80
C -1.5860 -1.7102 3.2476 -0.86 0.62 -0.18
H -1.1356 -2.6950 3.3563 -0.05 0.34 -0.18
H -0.8066 -0.6726 5.0583 -0.31 0.06 -0.17
H -3.6872 0.6153 1.9866 0.44 -0.22 0.20
H -2.7423 -1.8686 1.3382 -0.11 0.09 0.23
O 0.5373 -1.7407 -2.2723 0.09 0.68 -1.73
C -0.2061 -1.0432 -3.3081 0.61 0.21 -0.20
C 0.3218 -1.4692 -4.6796 0.28 -0.37 0.53
H -0.0417 0.0285 -3.2023 0.10 -0.19 0.29
H -1.2744 -1.2118 -3.1977 -0.02 -0.33 0.09
C 1.3229 -2.6139 -4.3842 0.07 -0.16 0.02
H 0.8304 -0.6070 -5.1428 -0.43 -0.53 -0.16
H -0.5379 -1.8391 -5.2377 0.32 0.25 -0.50
C 1.3326 -2.7919 -2.8591 -0.18 -0.13 -0.93
H 2.3472 -2.3796 -4.7245 -0.58 -0.16 -0.08
H 0.9854 -3.5796 -4.8029 0.34 0.59 -0.19
H 2.3472 -2.7844 -2.4467 -0.33 0.14 0.01
H 0.8558 -3.7603 -2.6135 0.34 0.27 -0.24
O 0.5964 -1.9549 1.7168 3.00 -3.82 1.01
N 1.5381 -2.7567 2.3057 -1.44 1.18 -2.58
O 2.1203 -3.5523 1.4794 -1.50 1.12 1.68
```
Positions in Å, forces in eV/Å.

For the HOMO-LUMO gap (spin up / spin down), the calculation gives 4.52 / 4.47 eV. Its charge is -1. As for the energy above the lowest of the compared OMol25 structures with the same formula, charge and spin: 567.4 kJ/mol. The HOMO energy (spin up / spin down) comes out at -2.45 / -2.32 eV. The electronic energy comes out at -35075.2775 eV.

***

Entry 4:
HI2OP as an isolated structure at a distorted geometry. Source: the Open Molecules 2025 dataset; level of theory: wB97M-V/def2-TZVPD.

The geometry in XYZ format:
```
5
Properties=species:S:1:pos:R:3:forces:R:3
O -1.1183 -0.2155 -0.3681 2.33 1.48 1.08
P 0.2611 0.1491 0.8321 -3.75 -0.35 -1.35
I 0.9708 2.2585 -0.1207 -0.12 0.01 -0.10
I 1.7323 -1.3643 -0.1279 1.20 -1.01 -0.52
H -1.8459 -0.8278 -0.2155 0.35 -0.12 0.88
```
Positions in Å, forces in eV/Å.

For the HOMO-LUMO gap, the calculation gives 9.01 eV. As for the energy above the lowest of the compared OMol25 structures with the same formula, charge and spin: 54.7 kJ/mol. The HOMO energy comes out at -9.39 eV. The electronic energy comes out at -27554.3791 eV.

***

Entry 5:
C3H7N3O as an isolated structure. Source: the Open Molecules 2025 dataset; level of theory: wB97M-V/def2-TZVPD.

The geometry in XYZ format:
```
14
Properties=species:S:1:pos:R:3:forces:R:3
C 0.3296 -1.7178 -0.0557 0.04 -0.14 0.06
N 0.1406 -0.4528 -0.7699 0.10 0.07 0.09
C -0.6611 0.4935 -0.0879 0.09 0.19 0.01
N -1.8338 0.1166 0.5625 -0.12 0.16 -0.03
C 0.1495 1.6182 -0.0353 0.01 -0.08 0.14
O 0.1780 2.7942 0.2966 -0.04 -0.35 -0.15
N 1.3751 0.8362 -0.5101 0.18 0.09 -0.04
H -0.4707 -2.3869 -0.3805 0.05 0.02 0.01
H 0.2859 -1.6289 1.0370 0.01 0.02 -0.12
H 1.2774 -2.1633 -0.3752 -0.17 0.10 0.03
H -2.0171 0.6795 1.3842 0.01 -0.08 -0.07
H -2.6537 0.1182 -0.0360 0.10 -0.03 0.10
H 1.9590 0.4467 0.2271 -0.19 0.03 -0.14
H 1.9414 1.2467 -1.2568 -0.07 0.00 0.10
```
Positions in Å, forces in eV/Å.

For the HOMO-LUMO gap (spin up / spin down), the calculation gives 7.31 / 7.32 eV. As for the energy above the lowest of the compared OMol25 structures with the same formula, charge and spin: 445.4 kJ/mol. The HOMO energy (spin up / spin down) comes out at -6.93 / -6.93 eV. The electronic energy comes out at -9738.4166 eV.

***

Entry 6:
C55H45ClCoFN8O12PS as an isolated structure. Source: the Open Molecules 2025 dataset; level of theory: wB97M-V/def2-TZVPD.

The geometry in XYZ format:
```
125
Properties=species:S:1:pos:R:3:forces:R:3
Co -2.3363 0.9538 0.2338 0.08 0.12 0.17
F 2.8451 -3.4759 0.2701 0.03 0.01 -0.12
C 2.6288 -2.3466 0.9834 -0.26 0.07 0.06
C 1.6833 -1.4560 0.5561 0.13 0.03 0.03
C 1.4840 -0.2723 1.2663 -0.07 0.14 -0.15
C 0.3403 0.5867 0.9642 -0.08 -0.15 -0.09
O -0.6318 0.0676 0.3825 0.11 0.11 0.00
C 0.4179 1.9307 1.4295 0.00 -0.03 0.01
C 1.3424 2.2100 2.3810 -0.04 0.03 0.05
N 2.1917 1.2960 2.9300 -0.03 -0.04 0.01
C 3.0290 1.6623 4.0434 0.00 0.01 0.02
C 2.4302 2.4727 5.1483 0.02 0.01 0.00
C 2.7641 1.0285 5.3810 -0.04 0.04 -0.01
C 2.3050 0.0408 2.3526 0.03 -0.09 -0.01
C 3.1487 -0.9554 2.8589 0.13 0.11 -0.10
C 3.2876 -2.1712 2.2059 0.02 0.05 0.45
N 3.9726 -3.2167 2.8608 0.22 -0.19 -0.84
C 3.7639 -4.6003 2.4631 -0.12 0.07 0.23
C 4.0068 -5.4873 3.7068 0.05 0.08 0.08
N 3.9817 -4.5846 4.8990 0.08 0.04 -0.29
C 5.1842 -3.6856 4.8756 -0.07 0.00 0.04
C 5.2672 -3.0339 3.4689 -0.27 0.07 0.42
C -0.4957 3.0573 0.9564 0.07 -0.04 0.16
O -0.1451 4.1941 1.2385 -0.01 0.05 0.03
O -1.5526 2.7219 0.3272 0.08 -0.01 -0.27
H 1.0792 -1.6551 -0.3202 -0.03 -0.05 -0.02
H 1.3928 3.2186 2.7696 0.02 0.00 0.01
H 4.0601 1.8642 3.7749 0.00 -0.01 0.00
H 1.3844 2.7324 5.0672 0.00 0.01 0.00
H 3.0533 3.2312 5.5983 0.00 0.01 0.00
H 1.9367 0.3332 5.4346 0.09 0.00 0.00
H 3.6150 0.7858 6.0034 0.00 -0.01 0.00
H 3.6649 -0.7979 3.7951 -0.04 0.01 0.02
H 4.4304 -4.9129 1.6527 -0.04 -0.04 0.00
H 2.7356 -4.7245 2.1384 0.03 0.01 0.01
H 4.9801 -5.9756 3.6970 -0.02 -0.04 -0.02
H 3.2261 -6.2330 3.8294 0.02 -0.03 -0.03
H 3.9234 -5.1053 5.7711 0.06 -0.01 -0.02
H 3.1152 -4.0166 4.8027 -0.26 0.29 0.18
H 6.0533 -4.2982 5.1094 0.02 0.02 0.02
H 5.0454 -2.9456 5.6616 -0.01 0.01 -0.02
H 6.0687 -3.4809 2.8688 -0.01 -0.06 0.02
H 5.4864 -1.9756 3.5837 0.04 -0.02 -0.07
Cl -3.7258 -0.3065 -3.3946 0.05 0.02 0.06
C -3.1549 -1.5610 -4.4504 0.01 -0.02 -0.01
C -4.0453 -2.0647 -5.3852 0.01 -0.01 -0.01
C -3.6335 -3.0622 -6.2534 -0.01 0.00 0.00
C -2.3350 -3.5413 -6.1817 -0.01 0.00 -0.01
C -1.4534 -3.0221 -5.2461 0.03 -0.02 -0.01
C -1.8388 -2.0182 -4.3567 -0.05 0.03 0.00
P -0.7357 -1.3961 -3.0197 0.01 0.01 0.01
C -0.3660 0.3699 -3.5210 -0.04 0.05 -0.02
C -0.5502 0.7029 -4.9650 -0.03 -0.02 -0.02
C 0.3774 1.3315 -5.6846 0.02 0.01 0.00
C 1.6790 1.6958 -5.1176 -0.01 0.00 0.00
C 1.9738 1.4694 -3.8404 0.00 0.01 0.00
C 0.9739 0.8800 -2.8957 0.00 0.02 -0.01
C 0.8229 -2.2466 -3.4838 0.03 -0.04 0.02
C 1.6894 -1.8348 -4.4964 -0.01 0.04 -0.02
C 2.8573 -2.5367 -4.7539 0.00 0.00 0.00
C 3.1699 -3.6722 -4.0172 0.00 0.00 0.00
C 2.3106 -4.1005 -3.0170 0.00 -0.01 -0.02
C 1.1510 -3.3855 -2.7497 0.02 0.00 0.01
H -5.0517 -1.6712 -5.4206 0.00 0.00 0.00
H -4.3278 -3.4600 -6.9816 0.00 0.00 0.00
H -2.0021 -4.3190 -6.8567 0.00 0.00 0.00
H -0.4428 -3.4069 -5.2075 -0.03 0.00 0.00
H -1.5057 0.4543 -5.4112 0.00 0.01 0.01
H 0.1807 1.5766 -6.7205 0.00 0.00 -0.01
H 2.4158 2.1455 -5.7721 0.00 0.00 0.00
H 2.9489 1.7272 -3.4439 0.00 0.01 0.00
H 1.4659 0.1309 -2.2655 0.00 0.01 0.00
H 1.4461 -0.9645 -5.0927 0.01 -0.06 0.03
H 3.5224 -2.1991 -5.5387 0.01 0.00 0.00
H 4.0792 -4.2214 -4.2263 0.00 0.00 0.00
H 2.5431 -4.9866 -2.4399 0.01 -0.01 0.01
H 0.4819 -3.7198 -1.9637 0.00 0.02 0.03
O -7.5911 6.5827 1.2158 -0.01 0.01 -0.01
N -6.9712 5.8531 1.9665 0.00 0.00 -0.01
O -6.9954 5.9324 3.1807 0.00 0.00 0.02
C -6.1470 4.8130 1.3690 0.01 -0.02 0.02
C -6.0820 4.6971 -0.0115 0.00 -0.02 0.00
C -5.3247 3.7003 -0.5609 0.02 0.01 -0.04
C -4.5467 2.7524 0.2056 0.08 0.06 -0.05
O -3.8933 1.8537 -0.3712 -0.14 -0.09 0.09
C -4.6286 2.9864 1.6297 0.00 0.00 0.02
C -5.4223 3.9721 2.1822 -0.02 0.02 -0.04
N -3.8896 2.1992 2.6079 -0.07 0.07 -0.16
O -2.9674 1.4721 2.2655 0.13 -0.05 -0.12
O -4.2034 2.2971 3.7753 -0.12 0.05 0.29
N -5.2651 3.6856 -2.0279 -0.01 -0.01 0.10
O -5.4995 4.7347 -2.5980 -0.01 0.12 -0.06
O -4.9978 2.6493 -2.6022 0.03 -0.09 -0.02
H -6.6137 5.3875 -0.6487 0.01 -0.01 0.01
H -5.4641 4.0888 3.2534 0.00 0.00 0.00
O 0.6002 -1.7106 5.7241 0.03 -0.19 -0.12
C 0.5574 -2.5263 4.6455 0.08 0.17 0.13
O 1.4708 -3.3294 4.5243 0.19 -0.32 0.02
C -0.5336 -2.3406 3.6923 0.05 -0.11 0.01
C -1.6583 -1.5533 3.9685 0.00 0.12 0.02
C -2.5767 -1.2699 2.9848 0.00 -0.04 0.02
C -2.3920 -1.7137 1.6631 -0.03 0.08 0.08
S -3.3921 -1.1116 0.3641 -0.09 -0.06 -0.13
C -1.3319 -2.6020 1.4284 0.02 -0.11 -0.02
C -0.4280 -2.9128 2.4203 0.01 -0.06 0.01
H -0.1253 -1.0750 5.6773 -0.08 0.00 0.00
H -1.8455 -1.1451 4.9582 0.00 -0.02 0.01
H -3.4249 -0.6440 3.2119 -0.03 -0.04 0.00
H -1.2046 -2.9945 0.4271 0.00 0.02 -0.01
H 0.4101 -3.5642 2.2089 0.00 0.01 0.01
N -1.7086 2.5547 -3.1459 -0.03 -0.03 -0.09
C -1.0768 1.3984 -2.5653 0.04 0.08 0.07
N 0.2316 1.8433 -2.0248 0.02 -0.05 0.00
C 0.2926 3.2397 -2.2765 -0.02 0.03 -0.02
C 1.2826 4.1326 -1.9485 -0.01 0.03 0.01
C 1.0807 5.4840 -2.2428 0.00 -0.01 0.00
C -0.1029 5.9039 -2.8241 -0.01 0.00 0.00
C -1.1116 4.9951 -3.1544 0.01 0.01 -0.03
C -0.8937 3.6613 -2.8832 0.05 0.01 0.04
H -2.7064 2.6401 -3.0179 0.00 0.01 0.08
H -1.7291 0.9246 -1.8259 -0.04 -0.18 -0.08
H 2.1829 3.7982 -1.4478 0.01 0.00 0.00
H 1.8433 6.2079 -1.9886 0.00 0.00 0.00
H -0.2566 6.9567 -3.0231 0.00 0.00 0.00
H -2.0354 5.3269 -3.6112 0.00 0.00 -0.01
```
Positions in Å, forces in eV/Å.

As for the multiplicity: 2. For the HOMO-LUMO gap (spin up / spin down), the calculation gives 5.40 / 5.42 eV. Its expectation value of S² is 0.764. As for the energy above the lowest of the compared OMol25 structures with the same formula, charge and spin: 0.0 kJ/mol. The HOMO energy (spin up / spin down) comes out at -6.50 / -6.53 eV. The electronic energy comes out at -167238.6478 eV.